# 1
{"formula": "C37H46N5O3PPdS", "method": "ωB97M-V with the def2-TZVPD basis set", "spin_multiplicity": 5, "lumo_energy_ev": [-9.805, -13.798], "orbital_gap_ev": [9.4927, 5.5005], "total_charge": 4, "homo_ha": [-0.7092, -0.7092], "s_squared": 6.02, "elements": ["Pd", "C", "C", "C", "C", "C", "C", "C", "N", "N", "C", "C", "C", "C", "C", "C", "N", "C", "C", "C", "C", "C", "C", "N", "H", "H", "H", "H", "H", "H", "H", "H", "H", "H", "H", "H", "H", "H", "H", "H", "H", "H", "H", "H", "C", "C", "O", "P", "O", "C", "C", "O", "C", "C", "H", "H", "H", "H", "H", "H", "H", "H", "H", "H", "H", "H", "H", "H", "H", "N", "S", "C", "C", "C", "C", "C", "C", "C", "C", "C", "C", "C", "C", "H", "H", "H", "H", "H", "H", "H", "H", "H", "H", "H"], "coordinates": [[-0.68074, 0.96432, -0.00985], [-3.39140, 1.45717, -1.42351], [-2.94042, 2.44960, -2.47835], [-1.51732, 2.36307, -2.97354], [-1.23681, 2.71327, -4.29214], [0.07300, 2.79378, -4.72734], [1.09915, 2.54685, -3.82002], [0.75767, 2.16959, -2.54331], [-0.52162, 2.06215, -2.12991], [-2.81211, 1.64729, -0.06422], [-3.42632, 0.67406, 0.87758], [-2.72596, 0.74542, 2.20644], [-3.40163, 0.63066, 3.40688], [-2.69598, 0.79000, 4.59083], [-1.34181, 1.10261, 4.53277], [-0.73872, 1.20618, 3.29749], [-1.40939, 0.99992, 2.15447], [-2.91116, 3.04200, 0.44951], [-1.61020, 3.80497, 0.40924], [-1.59464, 5.18804, 0.42589], [-0.37975, 5.85438, 0.49952], [0.79826, 5.11907, 0.55820], [0.71398, 3.74436, 0.51962], [-0.46566, 3.10735, 0.45115], [-3.16089, 0.44241, -1.74434], [-4.47950, 1.52756, -1.33628], [-3.09648, 3.47711, -2.13895], [-3.60695, 2.32450, -3.33068], [-2.05650, 2.94730, -4.96143], [0.29489, 3.05430, -5.75469], [2.13967, 2.65115, -4.09948], [1.52358, 1.96027, -1.80902], [-3.34773, -0.32036, 0.44213], [-4.48747, 0.89462, 1.00692], [-4.46824, 0.44018, 3.41607], [-3.20228, 0.71090, 5.54619], [-0.77058, 1.28478, 5.43493], [0.29909, 1.51173, 3.20965], [-3.23462, 3.00626, 1.48845], [-3.68459, 3.58445, -0.09177], [-2.52782, 5.73946, 0.38855], [-0.35109, 6.93685, 0.51725], [1.76364, 5.60363, 0.62821], [1.60513, 3.13097, 0.55869], [-0.73893, -2.40584, -4.78587], [-0.97522, -0.99244, -4.33359], [-1.40237, -0.92786, -2.90451], [-0.48826, -0.85917, -1.66385], [0.85932, -1.56651, -2.04072], [2.16354, -0.93075, -2.31163], [3.19113, -2.01322, -2.49137], [-1.18624, -1.63857, -0.51581], [-1.87588, -2.96566, -0.37671], [-2.07865, -3.69153, -1.67649], [-0.47475, -2.37334, -5.84473], [-1.63601, -3.01485, -4.68381], [0.08399, -2.87613, -4.24777], [-1.79707, -0.53360, -4.87076], [-0.09100, -0.36672, -4.45687], [2.40808, -0.27661, -1.47633], [2.07163, -0.33336, -3.21624], [3.29678, -2.63194, -1.59935], [4.15561, -1.54533, -2.70169], [2.94071, -2.65189, -3.33940], [-2.81479, -2.73745, 0.11764], [-1.24568, -3.52391, 0.30816], [-2.72121, -3.14112, -2.36204], [-2.57541, -4.63483, -1.44055], [-1.12933, -3.92398, -2.16739], [1.28759, -0.20896, 1.03050], [1.40763, -1.09323, 2.36362], [1.41560, -2.84236, 2.00859], [1.44610, -3.34458, 0.71519], [1.60250, -4.71245, 0.57492], [1.68714, -5.53445, 1.70078], [1.61124, -4.99823, 2.98525], [1.44204, -3.63692, 3.15773], [2.94232, -0.76798, 3.16471], [2.90375, -0.48273, 4.52503], [4.11224, -0.31183, 5.18493], [5.30726, -0.42348, 4.48440], [5.31526, -0.71024, 3.11716], [4.12600, -0.88981, 2.43663], [2.06553, 0.45924, 1.04620], [1.38969, -2.69648, -0.14941], [1.66390, -5.14215, -0.41757], [1.79632, -6.60334, 1.57536], [1.67712, -5.64146, 3.85358], [1.36062, -3.21693, 4.15452], [1.96494, -0.40395, 5.06391], [4.11948, -0.09074, 6.24510], [6.24482, -0.28572, 5.00501], [6.25348, -0.80935, 2.58737], [4.12577, -1.13945, 1.38034]], "mulliken_spin": [1.10, 0.00, 0.00, 0.01, 0.03, -0.01, 0.02, -0.01, 0.14, 0.27, 0.02, -0.01, 0.01, 0.00, 0.02, 0.00, 0.17, -0.02, 0.00, 0.01, 0.00, 0.01, -0.01, 0.26, 0.00, 0.02, 0.00, 0.00, 0.00, 0.00, 0.00, 0.01, 0.01, 0.01, 0.00, 0.00, 0.00, 0.00, 0.00, 0.01, 0.00, 0.00, 0.00, 0.01, 0.00, 0.00, 0.07, 0.68, 0.06, 0.02, 0.00, 0.03, 0.03, 0.00, 0.00, 0.00, 0.00, 0.00, 0.00, 0.00, 0.01, 0.00, 0.00, 0.00, 0.00, 0.00, 0.00, 0.00, 0.00, 0.60, 0.17, 0.08, 0.01, 0.01, 0.04, -0.01, 0.05, 0.04, 0.01, 0.01, 0.00, 0.01, 0.02, -0.03, 0.03, 0.00, 0.00, 0.00, 0.00, 0.00, 0.00, 0.00, 0.00, 0.01]}

# 2
{"formula": "C2H9N3", "method": "ωB97M-V with the def2-TZVPD basis set", "smiles": "C=N.NCN", "lumo_energy_ev": 1.141, "orbital_gap_ev": 10.2223, "homo_ha": -0.3337, "elements": ["C", "N", "H", "H", "H", "N", "C", "N", "H", "H", "H", "H", "H", "H"], "coordinates": [[3.04141, 0.48336, -0.65147], [2.58447, 0.36077, 0.51472], [3.41585, -0.43183, -1.10914], [2.80859, 1.31390, -1.32598], [2.41027, 1.18345, 1.08711], [-2.09285, -1.31999, 0.64163], [-1.94403, -0.34210, -0.41707], [-1.14438, 0.82225, -0.12810], [-3.01774, -1.29693, 1.03898], [-1.75989, -2.24669, 0.44420], [-1.39994, -0.81567, -1.24157], [-2.88340, -0.04080, -0.87625], [-1.52590, 1.41318, 0.60311], [-0.21736, 0.56853, 0.19498]], "mulliken_charge": [-0.23, -0.51, 0.24, 0.25, 0.24, -0.54, -0.38, -0.57, 0.20, 0.22, 0.32, 0.33, 0.20, 0.22]}

# 3
{"formula": "C4H6O", "method": "ωB97M-V with the def2-TZVPD basis set", "lumo_energy_ev": -0.027, "orbital_gap_ev": 10.3136, "homo_ha": -0.3800, "elements": ["C", "O", "C", "C", "C", "H", "H", "H", "H", "H", "H"], "coordinates": [[-1.53849, 0.27966, 0.19209], [-0.33838, 0.28931, 0.93574], [0.68965, -0.47054, 0.38418], [0.98974, 0.11558, -1.75433], [1.60308, 0.29810, -0.63252], [-1.42774, 0.77268, -0.78481], [-2.27843, 0.81817, 0.78813], [-1.89570, -0.74751, 0.02369], [1.37222, -0.72980, 1.19354], [0.30725, -1.40644, -0.04572], [2.51678, 0.78077, -0.29998]], "mulliken_charge": [-0.66, -0.32, -0.38, -0.62, 0.11, 0.32, 0.24, 0.29, 0.29, 0.38, 0.36]}

# 4
{"formula": "C6H8", "method": "ωB97M-V with the def2-TZVPD basis set", "smiles": "CC[C@]12[C@@H]3[C@H]1[C@@H]32", "lumo_energy_ev": 1.235, "orbital_gap_ev": 9.2642, "homo_ha": -0.2951, "elements": ["C", "C", "C", "C", "C", "C", "H", "H", "H", "H", "H", "H", "H", "H"], "coordinates": [[-1.50699, 1.18255, -0.88421], [-0.65284, 0.33364, -1.73074], [-1.53793, -0.35353, -0.71232], [-0.29320, 0.34680, -0.26792], [1.35228, -0.93046, 1.05429], [0.66445, 0.43404, 0.88609], [-1.88663, 2.07977, -0.88182], [-0.13232, 0.20930, -2.62661], [-2.06727, -1.35557, -0.46513], [2.34580, -0.75103, 0.71394], [0.87600, -1.56948, 0.31494], [1.33984, -1.45379, 2.01924], [1.43156, 1.19162, 0.78958], [0.06725, 0.63614, 1.79068]], "mulliken_charge": [-0.85, -0.42, -0.33, -0.01, -1.00, -0.17, 0.52, 0.49, 0.37, 0.25, 0.32, 0.30, 0.32, 0.21]}

# 5
{"formula": "C8H16N2", "method": "ωB97M-V with the def2-TZVPD basis set", "spin_multiplicity": 2, "lumo_energy_ev": [-4.309, -8.436], "orbital_gap_ev": [8.5781, 4.4507], "total_charge": 1, "homo_ha": [-0.4736, -0.4736], "s_squared": 0.76, "elements": ["C", "C", "C", "C", "N", "N", "H", "H", "H", "H", "H", "H", "C", "C", "C", "C", "H", "H", "H", "H", "H", "H", "H", "H", "H", "H"], "coordinates": [[-1.56525, -3.02205, -1.13168], [0.87049, -2.63756, 1.35135], [-0.20956, -2.85383, -0.57699], [1.10663, -3.15298, -0.80025], [-0.32157, -2.53838, 0.80747], [1.89370, -2.87122, 0.36685], [1.01952, -2.44088, 2.38717], [2.78437, -3.30333, 0.39213], [1.59489, -3.46567, -1.67433], [-1.64957, -2.73695, -2.19454], [-2.39404, -2.53536, -0.61695], [-1.82003, -4.03561, -0.89856], [0.06498, 2.24923, 0.08559], [0.54090, 3.49956, -0.74084], [0.45075, 2.35736, 1.57705], [-1.41597, 1.86588, -0.13650], [0.63192, 1.41087, -0.28333], [-0.39575, 4.21693, -0.91841], [0.78413, 3.10621, -1.81023], [0.57199, 3.56508, 1.61912], [-0.34660, 2.09486, 2.27667], [1.47857, 2.03001, 1.92916], [-1.54443, 1.30806, -1.19625], [-1.73880, 1.24590, 0.61629], [-1.92298, 2.85236, -0.13009], [1.53172, 3.79150, -0.29990]], "mulliken_spin": [0.03, 0.25, 0.32, 0.39, -0.08, 0.02, 0.02, 0.00, 0.01, 0.00, 0.01, 0.04, 0.00, 0.00, 0.00, 0.00, 0.00, 0.00, 0.00, 0.00, 0.00, 0.00, 0.00, 0.00, 0.00, 0.00]}

Calculated calculated total energy (hartree), listed in the same order as above: -2802.9732, -245.8084, -231.0831, -233.2069, -423.5334
Calculated energy above the lowest of the compared OMol25 structures with the same formula, charge and spin (kcal/mol), listed in the same order as above: 38.0, 39.7, 88.3, 113.0, 59.8